# C4H9N2S

C4H9N2S as an isolated structure (the ωB97M-V functional and the def2-TZVPD basis, the OMol25 dataset).

Geometry (Å):
1 C -0.9995 -1.2454 -0.1656
2 C 0.2184 -1.2215 0.3343
3 C -0.2001 1.1044 0.1984
4 C 1.9392 0.2129 -0.3001
5 N -1.5306 -0.0133 -0.4135
6 N 0.6927 0.1084 0.5920
7 S -3.0340 0.3509 0.1088
8 H -1.5460 -2.0746 -0.4381
9 H 0.8763 -2.1518 0.5971
10 H 0.1620 1.8873 -0.5417
11 H -0.5854 1.5460 1.1290
12 H 1.5638 0.0480 -1.3986
13 H 2.4034 1.1152 -0.1531
14 H 2.6277 -0.6123 0.0006
15 H 0.9557 0.2530 1.5346
16 H -3.5438 0.6927 -1.0839

The spin multiplicity is 3. As for the total charge: +1. The energy above the lowest of the compared OMol25 structures with the same formula, charge and spin comes out at 3.5748 eV. The energy is -664.99488 hartree. The calculation puts the lowest unoccupied orbital energy (spin up / spin down) at -3.09 / -6.78 eV.

***

# C4H9N2S2

A 2-piece molecular cluster, C4H9N2S2 overall (the ωB97M-V functional and the def2-TZVPD basis, the OMol25 dataset).

Geometry (Å):
1 C 1.7251 0.3916 -0.9639
2 C 2.8215 -1.0767 0.6840
3 C -1.1050 0.7304 1.4557
4 C -1.0921 0.3830 -0.8275
5 N 1.7566 -0.7264 -0.2832
6 N -0.8552 -0.1284 0.3230
7 S 3.1103 1.4071 -0.8061
8 S 4.1355 0.1936 0.5878
9 H 2.3134 -1.2717 1.5934
10 H 3.3915 -1.9215 0.2805
11 H -1.4645 1.7657 1.1955
12 H -1.5490 0.2684 2.3334
13 H -0.0515 0.9754 1.7048
14 H -1.4235 1.4183 -0.9003
15 H 0.5701 0.4801 -1.2066
16 H -1.4661 -0.2478 -1.6294
17 H 1.0140 -1.4552 -0.2608

As for the total charge: +1. The energy above the lowest of the compared OMol25 structures with the same formula, charge and spin comes out at 3.6789 eV. The energy is -1063.32925 hartree. The calculation puts the lowest unoccupied orbital energy at -4.85 eV.

***

# C4H9N3

A 3-piece molecular cluster, C4H9N3 overall (the ωB97M-V functional and the def2-TZVPD basis, the OMol25 dataset).

Geometry (Å):
1 C 1.9399 1.0815 0.2401
2 C 1.1711 -0.1716 -0.0450
3 C 1.9280 -1.3291 -0.0134
4 C -1.2723 0.1218 0.0014
5 H 2.0208 1.5860 1.2278
6 H 1.8842 2.1130 -0.4763
7 H 3.1349 0.5606 0.3054
8 H 3.0477 -1.1782 0.5320
9 H 1.7163 -2.3987 -0.2533
10 H -0.2763 -1.3562 -0.0881
11 H -2.6852 -1.9982 0.0933
12 H -2.9771 -0.2878 1.6214
13 H -1.9284 1.8891 -0.3385
14 N -0.1745 -0.4586 -0.5052
15 N -2.6143 -0.5538 0.2164
16 N -1.0022 1.4202 -0.2429

The energy above the lowest of the compared OMol25 structures with the same formula, charge and spin comes out at 9.0084 eV. The energy is -321.75930 hartree. The calculation puts the lowest unoccupied orbital energy at -0.42 eV.

***

# C4H9N3

One molecule with the formula C4H9N3 (the ωB97M-V functional and the def2-TZVPD basis, the OMol25 dataset).

Geometry (Å):
1 C 1.3982 -0.8017 0.8371
2 C -1.4929 -0.3375 -0.8373
3 C 0.5611 0.1169 -0.0417
4 N -0.9460 0.2741 0.7183
5 N 1.1982 1.3259 -0.3047
6 C -0.1837 -0.4926 -1.1815
7 N -2.6752 -0.3942 -1.2850
8 H -1.0633 -0.1657 1.6287
9 H -1.2691 1.2351 0.7832
10 H 0.7455 1.9395 -0.9646
11 H 2.0588 1.5918 0.1490
12 H -3.4022 -0.0913 -0.6478
13 H 0.2328 -1.0947 -1.9700
14 H 2.2476 -1.1558 0.2515
15 H 1.7768 -0.2832 1.7218
16 H 0.8133 -1.6665 1.1430

The energy above the lowest of the compared OMol25 structures with the same formula, charge and spin comes out at 3.0382 eV. The energy is -321.97870 hartree. The calculation puts the lowest unoccupied orbital energy at 0.72 eV.